(1)
{
  "formula": "C13H18Cl3N3O4PbS4",
  "method": "ωB97M-V with the def2-TZVPD basis set",
  "relative_energy_kcal_mol": 209.5,
  "spin_multiplicity": 1,
  "lumo_ev": -0.3,
  "orbital_gap_ev": 7.243,
  "energy_ev": -112578.072,
  "e_homo_ha": -0.27665,
  "species": ["Pb", "Cl", "C", "Cl", "H", "H", "S", "S", "S", "S", "O", "N", "N", "O", "C", "C", "C", "C", "C", "C", "H", "H", "H", "H", "H", "O", "C", "O", "C", "N", "C", "C", "C", "H", "H", "H", "H", "H", "H", "H", "H", "H", "Cl", "C", "H", "H"],
  "positions_angstrom": [[0.177, -0.012, -1.683], [-2.151, -0.211, 1.457], [-0.310, -3.941, 2.498], [0.044, -3.168, 0.876], [-1.264, -4.447, 2.403], [-0.337, -3.121, 3.216], [1.106, 2.830, -0.044], [2.909, 1.820, -0.317], [3.127, 1.083, 1.598], [1.589, -0.209, 1.769], [-1.854, 1.310, -1.420], [-2.975, 0.732, -1.542], [-2.915, -0.498, -1.889], [-1.776, -1.144, -2.092], [-4.134, -1.248, -2.014], [-4.045, -2.581, -2.380], [-5.213, -3.323, -2.499], [-6.445, -2.737, -2.258], [-6.514, -1.399, -1.892], [-5.361, -0.642, -1.765], [-3.077, -3.020, -2.561], [-5.151, -4.365, -2.783], [-7.352, -3.319, -2.353], [-7.473, -0.937, -1.700], [-5.405, 0.396, -1.477], [2.159, -1.641, 1.166], [2.264, -1.797, -0.500], [3.411, -1.750, -0.827], [0.985, -2.042, -0.964], [-0.079, -4.789, 0.087], [0.599, -4.843, -1.182], [0.106, -3.942, -2.324], [0.961, -2.676, -2.349], [0.489, -4.644, 2.706], [1.267, -2.393, 1.234], [-1.637, -1.392, 1.426], [0.378, -5.896, -1.409], [1.697, -4.773, -1.127], [-0.949, -3.709, -2.166], [0.197, -4.452, -3.288], [0.602, -2.014, -3.160], [1.978, -2.951, -2.654], [1.329, 3.556, -2.928], [1.260, 4.139, -1.244], [0.362, 4.741, -1.129], [2.150, 4.733, -1.056]],
  "mulliken_charge": [0.60, -0.22, -1.02, 0.39, 0.35, 0.35, 0.02, -0.02, -0.05, 0.16, -0.47, -0.45, 0.93, -0.64, 0.33, -0.22, -0.57, -0.47, -0.51, -0.33, 0.29, 0.37, 0.39, 0.37, 0.46, -0.46, 0.72, -0.62, -0.42, -0.59, -0.38, -0.60, -0.95, 0.37, 0.58, 0.21, 0.40, 0.25, -0.02, 0.49, 0.52, 0.44, -0.14, -0.54, 0.33, 0.39]
}


(2)
{
  "formula": "C2H2O4Tl",
  "method": "ωB97M-V with the def2-TZVPD basis set",
  "spin_multiplicity": 1,
  "lumo_ev": 3.1,
  "orbital_gap_ev": 6.822,
  "total_charge": -1,
  "energy_ev": -14989.591,
  "e_homo_ha": -0.13642,
  "species": ["O", "C", "O", "O", "Tl", "C", "O", "H", "H"],
  "positions_angstrom": [[1.205, 1.513, 0.089], [1.558, 0.290, -0.097], [1.943, -0.288, 0.969], [0.870, -0.447, -0.950], [-0.444, 1.540, 1.473], [-1.105, -0.622, -0.453], [-1.669, 0.437, -0.010], [-0.854, -1.344, 0.357], [-1.505, -1.080, -1.379]],
  "mulliken_charge": [-0.69, 0.71, -0.71, -0.68, 0.45, 0.01, -0.58, 0.25, 0.23]
}


(3)
{
  "formula": "C35H43MnN12O",
  "method": "ωB97M-V with the def2-TZVPD basis set",
  "s_squared": 6.083,
  "relative_energy_kcal_mol": 0.0,
  "spin_multiplicity": 5,
  "lumo_ev": [-6.1, -5.7],
  "orbital_gap_ev": [6.994, 7.544],
  "total_charge": 2,
  "energy_ev": -88230.073,
  "e_homo_ha": [-0.48300, -0.48569],
  "species": ["Mn", "C", "N", "C", "C", "C", "C", "C", "N", "C", "C", "C", "C", "C", "C", "H", "H", "H", "H", "H", "H", "H", "H", "H", "H", "H", "C", "N", "C", "N", "O", "H", "H", "H", "H", "H", "H", "N", "C", "C", "C", "C", "C", "N", "H", "H", "H", "H", "H", "H", "C", "C", "C", "C", "C", "N", "H", "H", "H", "H", "H", "H", "H", "H", "H", "C", "C", "N", "C", "C", "N", "C", "N", "N", "N", "C", "C", "C", "C", "C", "C", "H", "H", "H", "H", "H", "H", "H", "H", "H", "H", "H"],
  "positions_angstrom": [[-0.345, -0.977, -0.132], [-0.626, -1.990, -2.846], [-0.421, -2.358, -1.432], [0.303, -3.439, -1.162], [1.107, -3.390, -0.043], [2.133, -4.190, 0.495], [2.794, -3.400, 1.419], [2.152, -2.149, 1.427], [1.136, -2.134, 0.563], [0.762, -1.814, -3.446], [1.687, -0.922, -2.907], [2.977, -0.850, -3.403], [3.371, -1.683, -4.445], [2.470, -2.593, -4.970], [1.177, -2.663, -4.463], [-2.608, -1.264, -2.746], [-1.101, -2.831, -3.356], [0.304, -4.276, -1.855], [2.365, -5.202, 0.207], [3.646, -3.670, 2.018], [2.397, -1.287, 2.030], [1.396, -0.249, -2.105], [3.680, -0.145, -2.980], [4.377, -1.625, -4.837], [2.769, -3.256, -5.770], [0.486, -3.392, -4.872], [-3.892, 1.094, 3.268], [-3.095, 0.538, 2.188], [-3.030, -0.762, 1.856], [-3.699, -1.646, 2.616], [-2.383, -1.156, 0.855], [-3.613, 2.135, 3.404], [-3.687, 0.579, 4.207], [-4.962, 1.048, 3.056], [-2.623, 1.163, 1.556], [-4.244, -1.384, 3.418], [-3.621, -2.621, 2.386], [-4.011, -0.251, -1.069], [-3.443, 0.958, -1.153], [-4.203, 2.143, -1.054], [-3.597, 3.364, -1.087], [-2.198, 3.441, -1.229], [-1.505, 2.285, -1.388], [-2.103, 1.060, -1.369], [-5.000, -0.296, -0.887], [-3.441, -1.024, -0.755], [-5.274, 2.051, -0.938], [-4.189, 4.265, -1.014], [-1.681, 4.388, -1.265], [-0.450, 2.239, -1.599], [-1.904, -0.991, -5.342], [-1.734, 0.007, -4.187], [-0.564, 0.951, -4.470], [-3.016, 0.859, -4.183], [-1.617, -0.807, -2.854], [-1.274, -0.039, -1.628], [-2.114, -0.443, -6.260], [-2.746, -1.665, -5.163], [-1.011, -1.582, -5.521], [-0.820, 1.579, -5.325], [0.355, 0.427, -4.715], [-0.365, 1.615, -3.626], [-3.192, 1.227, -5.193], [-2.938, 1.743, -3.547], [-3.893, 0.279, -3.891], [1.227, 2.434, 1.030], [0.660, 1.400, 1.937], [0.105, 0.253, 1.563], [-0.206, -0.427, 2.738], [0.133, 0.334, 3.799], [0.675, 1.491, 3.279], [1.286, 2.538, 4.111], [2.266, 1.985, 4.976], [1.889, 1.611, 6.237], [2.851, 1.010, 6.803], [3.915, 0.945, 5.919], [5.183, 0.381, 6.072], [6.033, 0.452, 4.994], [5.642, 1.070, 3.788], [4.395, 1.635, 3.625], [3.541, 1.560, 4.728], [1.304, 2.029, 0.027], [2.231, 2.724, 1.341], [0.611, 3.334, 1.005], [-0.632, -1.414, 2.740], [0.072, 0.162, 4.860], [0.518, 2.990, 4.736], [1.719, 3.295, 3.460], [5.474, -0.086, 7.003], [7.028, 0.036, 5.068], [6.348, 1.107, 2.969], [4.117, 2.126, 2.702]],
  "lowdin_spin": [3.88, 0.00, -0.07, 0.00, 0.01, 0.03, 0.01, 0.03, -0.02, 0.00, 0.01, 0.00, 0.00, 0.00, 0.00, 0.00, 0.00, 0.00, 0.00, 0.00, 0.00, 0.00, 0.00, 0.00, 0.00, 0.00, 0.00, 0.00, 0.01, 0.00, 0.05, 0.00, 0.00, 0.00, 0.00, 0.00, 0.00, 0.00, 0.00, 0.00, 0.00, 0.00, 0.00, 0.01, 0.00, 0.00, 0.00, 0.00, 0.00, 0.00, 0.00, 0.00, 0.00, 0.00, 0.00, 0.02, 0.00, 0.00, 0.00, 0.00, 0.00, 0.00, 0.00, 0.00, 0.00, 0.00, 0.01, 0.01, 0.00, 0.00, 0.00, 0.00, 0.00, 0.00, 0.00, 0.00, 0.00, 0.00, 0.00, 0.00, 0.00, 0.00, 0.00, 0.00, 0.00, 0.00, 0.00, 0.00, 0.00, 0.00, 0.00, 0.00]
}


(4)
{
  "formula": "C14H31N4O",
  "method": "ωB97M-V with the def2-TZVPD basis set",
  "smiles": "CCCCN[C@@H]1C[N@@H+](CCN(CC)C(C)=O)CCN1",
  "spin_multiplicity": 1,
  "lumo_ev": -3.0,
  "orbital_gap_ev": 9.102,
  "total_charge": 1,
  "energy_ev": -23021.143,
  "e_homo_ha": -0.44353,
  "species": ["C", "C", "C", "C", "N", "C", "C", "N", "C", "C", "N", "C", "C", "C", "C", "O", "C", "C", "N", "H", "H", "H", "H", "H", "H", "H", "H", "H", "H", "H", "H", "H", "H", "H", "H", "H", "H", "H", "H", "H", "H", "H", "H", "H", "H", "H", "H", "H", "H", "H"],
  "positions_angstrom": [[-1.051, -4.596, 4.166], [-1.540, -4.682, 2.709], [-2.520, -3.565, 2.322], [-2.125, -2.196, 2.894], [-2.425, -1.057, 1.996], [-1.235, -0.546, 1.316], [-1.797, 0.559, 0.394], [-0.984, 0.898, -0.834], [-0.480, 2.314, -0.764], [0.496, 2.687, -1.909], [1.861, 2.567, -1.400], [2.510, 3.875, -1.110], [3.372, 4.460, -2.226], [2.694, 1.675, -2.169], [2.677, 1.609, -3.685], [3.424, 0.976, -1.586], [0.081, -0.097, -1.153], [-0.500, -1.485, -0.838], [-0.524, -1.655, 0.617], [-1.808, -4.138, 4.791], [-0.843, -5.596, 4.527], [-0.137, -4.022, 4.243], [-2.068, -5.622, 2.567], [-0.687, -4.690, 2.037], [-3.546, -3.831, 2.552], [-2.426, -3.465, 1.242], [-2.720, -2.058, 3.792], [-1.085, -2.157, 3.197], [-3.007, -1.440, 1.253], [-0.586, -0.157, 2.088], [-1.837, 1.457, 0.993], [-2.826, 0.340, 0.150], [-1.633, 0.885, -1.621], [0.078, 2.390, 0.162], [-1.303, 3.015, -0.692], [0.233, 3.706, -2.179], [0.303, 2.079, -2.786], [1.728, 4.597, -0.901], [3.063, 3.757, -0.187], [4.340, 3.969, -2.233], [2.882, 4.434, -3.191], [3.545, 5.505, -1.993], [3.126, 2.476, -4.149], [3.266, 0.748, -3.962], [1.678, 1.432, -4.075], [0.972, 0.099, -0.571], [0.276, -0.073, -2.218], [0.163, -2.216, -1.278], [-1.523, -1.584, -1.197], [0.450, -1.583, 0.900]],
  "mulliken_charge": [-1.19, -0.55, -0.44, -0.82, -0.42, -0.12, -1.21, 0.21, -0.86, -0.94, 0.38, -0.76, -1.26, 0.27, -1.19, -0.50, -0.45, -1.16, -0.13, 0.29, 0.38, 0.34, 0.37, 0.26, 0.43, 0.25, 0.41, 0.36, 0.35, 0.52, 0.36, 0.36, 0.46, 0.50, 0.52, 0.48, 0.43, 0.52, 0.45, 0.34, 0.31, 0.41, 0.34, 0.40, 0.29, 0.46, 0.36, 0.56, 0.30, 0.32]
}


(5)
{
  "formula": "C2H9OS",
  "method": "ωB97M-V with the def2-TZVPD basis set",
  "relative_energy_kcal_mol": 6.6,
  "spin_multiplicity": 1,
  "lumo_ev": -3.5,
  "orbital_gap_ev": 12.647,
  "total_charge": 1,
  "energy_ev": -15095.229,
  "e_homo_ha": -0.59188,
  "species": ["O", "H", "H", "H", "C", "S", "C", "H", "H", "H", "H", "H", "H"],
  "positions_angstrom": [[-0.491, 1.114, 2.021], [-1.382, 1.427, 1.818], [-0.327, 1.555, 2.866], [-0.370, -0.716, 1.035], [-0.977, -0.907, -1.316], [0.333, -1.129, -0.039], [1.564, 0.144, -0.434], [-0.823, -1.713, -2.013], [-1.916, -1.018, -0.795], [-0.866, 0.061, -1.777], [1.460, 0.928, 0.315], [1.273, 0.577, -1.387], [2.522, -0.322, -0.294]],
  "mulliken_charge": [-0.62, 0.32, 0.31, 0.27, -0.82, 0.23, -0.70, 0.33, 0.36, 0.35, 0.30, 0.34, 0.33]
}


(6)
{
  "formula": "C3H17N2O3",
  "method": "ωB97M-V with the def2-TZVPD basis set",
  "relative_energy_kcal_mol": 46.3,
  "spin_multiplicity": 1,
  "lumo_ev": -3.3,
  "orbital_gap_ev": 9.603,
  "total_charge": 1,
  "energy_ev": -12502.852,
  "e_homo_ha": -0.47394,
  "species": ["C", "C", "C", "N", "N", "H", "H", "H", "H", "H", "H", "H", "H", "H", "H", "H", "H", "H", "O", "H", "H", "O", "H", "H", "O"],
  "positions_angstrom": [[-0.747, -0.369, -0.369], [-2.201, -0.670, -0.025], [-3.143, 0.427, 0.476], [-3.933, -0.170, 1.577], [-0.035, -0.065, 0.972], [-0.678, 0.502, -1.002], [-0.189, -1.174, -0.847], [-2.300, -1.577, 0.560], [-2.588, -0.970, -1.013], [-2.629, 1.288, 0.947], [-3.776, 0.931, -0.270], [-4.901, -0.298, 1.326], [-3.935, 0.430, 2.396], [-0.514, -0.739, 1.564], [0.980, -0.184, 0.923], [-0.209, 0.906, 1.243], [3.305, -1.392, 0.949], [3.870, -1.737, -0.391], [3.045, -1.757, 0.103], [3.966, -0.364, -2.298], [5.008, -0.767, -3.419], [4.859, -0.601, -2.471], [0.533, 3.400, 0.785], [1.180, 2.766, -0.528], [0.378, 2.863, -0.006]],
  "mulliken_charge": [-0.65, -0.83, -0.23, -0.61, -0.23, 0.35, 0.39, 0.45, 0.32, 0.24, 0.35, 0.21, 0.22, 0.37, 0.27, 0.32, 0.32, 0.33, -0.63, 0.30, 0.33, -0.64, 0.33, 0.33, -0.64]
}


(7)
{
  "formula": "C6H13N",
  "method": "ωB97M-V with the def2-TZVPD basis set",
  "relative_energy_kcal_mol": 23.5,
  "smiles": "CCCN1C[C@H]1C",
  "spin_multiplicity": 1,
  "lumo_ev": 1.2,
  "orbital_gap_ev": 10.211,
  "energy_ev": -7921.814,
  "e_homo_ha": -0.32958,
  "species": ["C", "C", "C", "N", "C", "C", "C", "H", "H", "H", "H", "H", "H", "H", "H", "H", "H", "H", "H", "H"],
  "positions_angstrom": [[2.989, -0.270, -0.039], [1.495, -0.565, 0.067], [0.636, 0.306, -0.832], [-0.772, -0.063, -0.699], [-1.734, 0.995, -0.907], [-1.546, 0.384, 0.455], [-2.453, -0.648, 1.144], [3.217, 0.770, 0.223], [3.355, -0.446, -1.057], [3.566, -0.908, 0.639], [1.281, -1.609, -0.187], [1.166, -0.408, 1.101], [0.937, 0.153, -1.881], [0.830, 1.371, -0.605], [-2.608, 0.754, -1.510], [-1.315, 1.979, -1.163], [-1.048, 1.003, 1.213], [-3.103, -0.158, 1.887], [-3.069, -1.267, 0.478], [-1.823, -1.375, 1.675]],
  "mulliken_charge": [-1.28, -0.23, -0.68, -0.25, -0.50, 0.24, -1.32, 0.33, 0.32, 0.35, 0.30, 0.27, 0.34, 0.33, 0.24, 0.26, 0.35, 0.35, 0.32, 0.26]
}


(8)
{
  "formula": "C21H29AlF3O2",
  "method": "ωB97M-V with the def2-TZVPD basis set",
  "spin_multiplicity": 1,
  "lumo_ev": 2.7,
  "orbital_gap_ev": 7.415,
  "total_charge": -1,
  "energy_ev": -41092.415,
  "e_homo_ha": -0.17486,
  "species": ["C", "C", "O", "C", "O", "C", "C", "C", "Al", "C", "F", "C", "C", "H", "H", "H", "H", "H", "H", "H", "H", "H", "H", "H", "H", "H", "H", "H", "H", "H", "H", "H", "F", "C", "C", "C", "C", "C", "C", "H", "H", "H", "H", "H", "F", "C", "C", "C", "C", "C", "C", "H", "H", "H", "H", "H"],
  "positions_angstrom": [[-0.028, -1.438, -3.671], [1.406, -1.847, -3.366], [2.193, -0.653, -3.301], [3.468, -0.693, -2.832], [4.265, 0.100, -3.283], [3.781, -1.596, -1.675], [3.427, -0.877, -0.335], [2.113, -1.314, 0.341], [1.457, -0.059, 1.797], [0.405, 1.534, 1.041], [-1.010, 1.397, 1.285], [0.594, 1.818, -0.468], [-0.524, 1.197, -1.319], [-0.576, -1.288, -2.739], [-0.023, -0.492, -4.217], [-0.548, -2.195, -4.264], [1.819, -2.492, -4.151], [1.446, -2.393, -2.422], [3.258, -2.552, -1.713], [4.855, -1.792, -1.739], [3.433, 0.204, -0.516], [4.252, -1.089, 0.354], [2.295, -2.294, 0.810], [1.336, -1.491, -0.422], [0.483, -0.875, 2.818], [2.729, 0.520, 2.653], [0.683, 2.441, 1.599], [0.620, 2.901, -0.672], [1.556, 1.415, -0.805], [-0.279, 1.228, -2.387], [-1.463, 1.742, -1.174], [-0.711, 0.163, -1.014], [1.603, -2.609, 4.778], [1.114, -1.823, 5.743], [1.931, -0.853, 6.289], [1.421, -0.046, 7.295], [0.115, -0.212, 7.738], [-0.687, -1.188, 7.163], [-0.192, -2.001, 6.155], [2.934, -0.725, 5.907], [2.044, 0.728, 7.724], [-0.280, 0.428, 8.516], [-1.711, -1.310, 7.492], [-0.804, -2.752, 5.675], [-2.801, 0.054, -4.595], [-3.655, 1.001, -4.162], [-3.192, 2.282, -3.930], [-4.093, 3.237, -3.484], [-5.425, 2.908, -3.273], [-5.862, 1.613, -3.511], [-4.974, 0.646, -3.960], [-2.147, 2.517, -4.082], [-3.746, 4.243, -3.292], [-6.118, 3.658, -2.916], [-6.897, 1.349, -3.339], [-5.290, -0.371, -4.147]],
  "mulliken_charge": [-1.19, -0.02, -0.23, 0.36, -0.64, -0.70, -0.51, -0.40, -0.32, -0.05, -0.39, -0.30, -0.82, 0.15, 0.22, 0.48, 0.35, 0.21, 0.46, 0.40, 0.32, 0.33, 0.48, -0.10, -0.20, -0.29, 0.29, 0.39, -0.04, 0.24, 0.38, 0.15, -0.31, 0.39, -0.35, -0.29, -0.50, -0.28, -0.48, 0.41, 0.34, 0.36, 0.34, 0.39, -0.30, 0.50, -0.37, -0.34, -0.56, -0.27, -0.50, 0.38, 0.35, 0.37, 0.34, 0.40]
}